1.
The following is a DFT calculation (the ωB97M-V functional and the def2-TZVPD basis) of a single CH6OSi molecule.

Multiplicity: 3
LUMO (spin up / spin down): 0.0285 / -0.1737 Eh
Total energy: -406.15034 hartree
Energy relative to the best compared isomer or geometry (same formula, charge and spin): 2.068 eV
Kohn-Sham gap (spin up / spin down): 0.164 / 0.258 Eh

```
9
Properties=species:S:1:pos:R:3:forces:R:3:mulliken_charge:R:1
C 1.3386 -0.0483 0.0243 2.5 4.1 -1.4 -0.896
O 0.0891 0.4645 0.5855 3.7 0.5 0.3 0.086
Si -1.4242 0.0042 0.0993 -3.7 -0.2 0.4 0.092
H 1.3195 -0.2087 -1.0793 -0.6 -0.3 1.0 0.346
H 1.6547 -0.9008 0.5674 0.2 -0.9 0.7 0.413
H 2.2245 0.8797 0.1269 -2.8 -2.7 0.2 0.204
H -2.2914 1.0574 0.5537 -0.3 0.2 0.7 -0.113
H -1.6183 -1.3951 0.4088 0.1 -0.8 0.3 -0.047
H -1.2924 0.1471 -1.2866 0.8 0.1 -2.2 -0.085
```
Positions in Å, forces in eV/Å.

***

2.
The following is a DFT calculation (the ωB97M-V functional and the def2-TZVPD basis) of 2 unconnected molecules or ions with the total composition CH6P2.

LUMO (spin up / spin down): -0.0420 / -0.0327 Eh
Total energy: -724.22314 hartree
Energy relative to the best compared isomer or geometry (same formula, charge and spin): 3.706 eV
Kohn-Sham gap (spin up / spin down): 0.244 / 0.260 Eh

```
9
Properties=species:S:1:pos:R:3:forces:R:3:mulliken_charge:R:1
C -1.6686 -0.0699 0.3455 2.3 -0.2 -1.7 -0.906
P 1.1683 0.1370 -0.1442 1.3 -1.3 0.4 -0.237
P -0.5663 1.3711 0.0007 0.6 0.2 -0.6 0.009
H -2.5185 -0.1330 -0.2601 -1.5 0.2 -0.6 0.349
H -1.7914 0.1032 1.3430 -1.2 -0.4 2.7 0.293
H -1.0583 -0.9522 0.1747 -0.4 -0.4 0.2 0.251
H 2.2117 0.8706 -0.5061 1.1 2.0 -0.6 0.076
H 2.9054 -0.7031 0.3500 -1.4 0.1 0.3 0.055
H 1.3177 -0.6236 -1.3034 -0.8 -0.3 -0.2 0.108
```
Positions in Å, forces in eV/Å.

***

3.
The following is a DFT calculation (the ωB97M-V functional and the def2-TZVPD basis) of 2 unconnected molecules or ions with the total composition CH6P2S.

LUMO (spin up / spin down): -0.0208 / -0.0208 Eh
Total energy: -1122.45676 hartree
Energy relative to the best compared isomer or geometry (same formula, charge and spin): 2.794 eV
Kohn-Sham gap (spin up / spin down): 0.271 / 0.271 Eh

```
10
Properties=species:S:1:pos:R:3:forces:R:3:mulliken_charge:R:1
C 0.2030 0.7981 -0.0859 0.7 0.9 1.3 -0.708
P 0.2688 -2.4977 -1.5744 -0.3 -0.1 0.5 -0.092
P -0.2384 2.0917 2.7903 -0.3 0.0 0.6 -0.117
S -0.8156 1.2140 1.0818 -2.1 0.2 -0.2 0.031
H 1.2320 0.9459 0.1413 0.9 -0.1 -0.5 0.314
H -0.1893 0.6930 -1.0655 -0.2 -0.4 -0.5 0.428
H -0.1639 -1.5960 -0.5499 -0.5 -0.3 -0.5 0.022
H -0.2194 -1.7824 -2.7570 0.9 0.1 1.0 0.046
H 1.5665 -1.9936 -1.2415 -0.1 0.1 -1.0 0.050
H -1.6437 2.1271 3.2608 1.1 -0.3 -0.6 0.027
```
Positions in Å, forces in eV/Å.

***

4.
The following is a DFT calculation (the ωB97M-V functional and the def2-TZVPD basis) of 2 unconnected molecules or ions with the total composition CH6S2.

LUMO: 0.0129 Eh
Total energy: -838.05046 hartree
Energy relative to the best compared isomer or geometry (same formula, charge and spin): 0.115 eV
Kohn-Sham gap: 0.349 Eh

```
9
Properties=species:S:1:pos:R:3:forces:R:3:mulliken_charge:R:1
C 1.8254 -0.3805 0.8437 0.0 0.6 -1.0 -0.890
H 1.6694 -1.4091 1.1413 0.1 -0.1 0.1 0.231
H 1.0436 0.2730 1.2287 0.1 -0.1 0.3 0.217
H 1.7469 -0.2954 -0.2535 0.1 -0.3 0.3 0.176
H 2.8174 -0.0028 1.0988 -0.2 -0.2 0.3 0.273
S -3.2179 0.9339 -1.3013 0.3 -0.2 -0.2 -0.191
S -1.3570 -0.0102 -1.3817 -0.2 0.3 -0.1 -0.142
H -3.8184 -0.0656 -0.6548 -0.1 0.0 0.2 0.164
H -0.7095 0.9566 -0.7211 0.1 -0.1 0.2 0.160
```
Positions in Å, forces in eV/Å.

***

5.
The following is a DFT calculation (the ωB97M-V functional and the def2-TZVPD basis) of 2 unconnected molecules or ions with the total composition CH6S3.

LUMO: 0.0160 Eh
Total energy: -1236.22633 hartree
Energy relative to the best compared isomer or geometry (same formula, charge and spin): 0.463 eV
Kohn-Sham gap: 0.317 Eh

```
10
Properties=species:S:1:pos:R:3:forces:R:3:mulliken_charge:R:1
S -2.6305 -1.5055 -0.1810 0.0 0.1 0.1 -0.324
H -2.8342 -1.1094 1.0826 0.0 -0.1 0.0 0.144
H -3.2328 -0.4030 -0.6455 0.0 0.0 -0.1 0.161
C 0.7092 0.7034 0.6187 -0.1 1.0 -0.2 -0.615
S 0.6674 1.0499 -1.1632 0.2 -0.6 0.1 0.004
S 2.4547 0.1361 -1.7990 0.2 0.5 -0.3 -0.178
H 1.0219 1.5861 1.1722 -0.3 0.1 0.0 0.291
H -0.2619 0.3284 0.9073 -0.2 0.1 0.1 0.136
H 1.4422 -0.0259 0.8358 0.6 -1.0 0.1 0.248
H 2.6639 -0.7601 -0.8277 -0.4 -0.1 0.1 0.134
```
Positions in Å, forces in eV/Å.

***

6.
The following is a DFT calculation (the ωB97M-V functional and the def2-TZVPD basis) of 2 unconnected molecules or ions with the total composition CH6S3.

Multiplicity: 2
LUMO (spin up / spin down): -0.2012 / -0.3175 Eh
Total energy: -1235.91408 hartree
Total charge: +1
Energy relative to the best compared isomer or geometry (same formula, charge and spin): 0.258 eV
Kohn-Sham gap (spin up / spin down): 0.266 / 0.149 Eh

```
10
Properties=species:S:1:pos:R:3:forces:R:3:mulliken_charge:R:1
S 2.2965 -2.6706 0.5718 -0.4 0.2 0.1 -0.196
H 1.7040 -1.6254 -0.0515 0.1 -0.2 0.3 0.049
H 1.4481 -2.6558 1.6312 0.2 0.1 -0.4 0.149
C -1.5812 -0.4955 -0.4472 0.6 -2.1 1.1 -0.576
S -1.1561 1.0876 -1.0598 0.0 0.8 1.0 0.313
S -0.3924 2.0029 0.6273 -0.9 -0.7 -1.2 0.096
H -2.2267 -0.5104 0.4539 0.6 0.5 -0.4 0.371
H -2.0856 -1.1446 -1.1547 -0.2 0.5 -0.8 0.343
H -0.6471 -1.0848 -0.2552 -0.5 0.6 0.2 0.169
H -0.9722 3.1371 0.1890 0.4 0.3 0.1 0.283
```
Positions in Å, forces in eV/Å.

***

7.
The following is a DFT calculation (the ωB97M-V functional and the def2-TZVPD basis) of 2 unconnected molecules or ions with the total composition CH6S4.

Multiplicity: 2
LUMO (spin up / spin down): -0.2011 / -0.3235 Eh
Total energy: -1634.05027 hartree
Total charge: +1
Energy relative to the best compared isomer or geometry (same formula, charge and spin): 1.755 eV
Kohn-Sham gap (spin up / spin down): 0.212 / 0.089 Eh

```
11
Properties=species:S:1:pos:R:3:forces:R:3:mulliken_charge:R:1
S -5.2977 1.9623 2.3207 -0.5 -0.3 -0.1 -0.176
S -3.5845 3.0531 2.6011 -0.3 -0.2 0.6 -0.135
H -5.1399 0.7905 3.0100 0.4 0.7 -0.1 0.169
H -2.8786 2.4866 1.6384 0.4 -0.1 -0.4 0.143
C 1.7621 -1.9756 -1.3541 -1.4 1.2 1.3 -0.712
S 2.7876 -0.9550 -2.5681 -1.6 -0.9 1.8 0.335
S 3.9305 0.1726 -1.5160 3.5 0.3 -1.2 0.061
H 2.0848 -2.1051 -0.2226 -0.4 1.4 -2.3 0.363
H 2.0217 -2.9356 -1.7141 -0.4 -1.2 -0.9 0.323
H 0.6463 -1.6627 -1.5162 2.2 -0.9 0.5 0.329
H 3.6677 1.1689 -0.6791 -1.9 0.1 0.9 0.301
```
Positions in Å, forces in eV/Å.

***

8.
The following is a DFT calculation (the ωB97M-V functional and the def2-TZVPD basis) of a single CH7ClOSi2 molecule.

LUMO: 0.0281 Eh
Total energy: -1156.82023 hartree
Energy relative to the best compared isomer or geometry (same formula, charge and spin): 0.000 eV
Kohn-Sham gap: 0.411 Eh

```
12
Properties=species:S:1:pos:R:3:forces:R:3:mulliken_charge:R:1
C 1.0383 1.7695 -0.7214 0.6 1.1 2.1 -0.972
O -0.5751 -0.5205 0.3591 -1.1 -0.9 -1.1 0.120
Si -1.7614 -1.6479 0.1529 2.2 -0.1 0.8 0.373
Si 0.7860 0.2688 0.5177 0.6 2.1 0.8 0.391
Cl 2.5112 -0.7827 0.2518 0.3 -0.5 -0.2 -0.266
H 1.1290 1.3662 -1.6987 -0.2 -0.4 -1.0 0.284
H 0.3002 2.6151 -0.6931 0.3 -1.1 0.0 0.290
H 2.0339 2.3085 -0.5616 -1.1 -1.0 0.2 0.287
H -2.1255 -1.5671 -1.1966 -0.6 -0.2 -1.6 -0.133
H -1.1972 -2.9656 0.5583 -0.3 0.1 -0.2 -0.101
H -2.7849 -1.2340 1.0141 -1.4 0.2 0.9 -0.131
H 0.6455 0.3896 2.0175 0.7 0.8 -0.5 -0.143
```
Positions in Å, forces in eV/Å.

***

no.,largest force on an atom (eV/Å)
1,5.0
2,3.0
3,2.1
4,1.2
5,1.2
6,2.4
7,3.7
8,2.5